1.
{"formula": "C19H44BF3O9P2", "method": "wB97M-V/def2-TZVPD", "energy_ev": -66243.128, "homo_energy_ha": -0.3500, "species": ["C", "H", "H", "O", "H", "H", "H", "O", "H", "H", "H", "C", "H", "H", "P", "H", "O", "H", "H", "H", "H", "H", "C", "H", "H", "H", "H", "C", "C", "H", "C", "F", "H", "H", "H", "C", "H", "H", "C", "H", "F", "H", "H", "C", "C", "C", "C", "H", "C", "H", "O", "C", "C", "H", "O", "H", "H", "H", "H", "C", "P", "H", "H", "O", "H", "H", "O", "C", "H", "F", "C", "H", "B", "O", "O", "H", "H", "C"], "xyz": [[2.38471, 0.94948, -2.04765], [-2.08531, 2.53556, -5.22383], [-1.61878, -0.94368, -2.43396], [2.31886, -1.71525, 7.12516], [-2.61141, -3.27156, -10.16728], [-2.12558, -0.06084, 3.18612], [2.88174, -1.25664, -2.35763], [1.72667, 0.23389, 8.52283], [-4.47761, 1.50858, -6.57189], [-4.70378, 3.22417, -8.39689], [0.52300, -2.29995, -2.14204], [0.70111, -1.21576, -1.67577], [-1.19711, 1.80493, -1.99723], [-0.13836, -1.28258, 2.32074], [-2.44894, -0.44964, -7.00263], [0.40187, 2.28514, -4.89953], [-2.17620, 1.17331, -6.73579], [-0.65657, 0.12742, 7.34397], [-3.21878, 1.10333, -0.70696], [3.39203, -0.62651, 11.65975], [-1.66775, 0.90446, -4.72765], [-0.03162, 1.47384, -0.55153], [1.93419, -0.55186, -2.52848], [-3.30657, -1.63478, -10.25268], [-1.35001, 1.52880, 8.18862], [4.82216, -1.78300, 6.00158], [0.48658, 0.38586, 3.10884], [4.25620, -2.71531, 6.08531], [-4.15414, 2.29499, -8.58863], [2.22508, -3.39688, 5.99580], [3.32794, -1.01802, 10.63757], [3.78710, 1.14736, -2.57343], [5.06848, -0.00876, 9.90264], [3.60604, 0.94306, 9.70637], [-5.64170, 0.98449, -7.77747], [0.78235, 1.29444, 8.48330], [-1.02983, -2.45448, -8.35764], [-0.03333, 2.76659, -6.55579], [-2.22495, 1.11474, -0.04575], [-2.19317, 2.20988, 0.42244], [1.58426, 2.05503, -2.68858], [0.46119, 0.12262, 1.15913], [0.43552, 1.10781, -6.23029], [-1.62376, 0.44610, 2.22876], [-1.55992, 1.62931, -5.53982], [4.00499, -0.07446, 9.65316], [2.76709, -2.44688, 6.00059], [0.81346, 1.79900, 9.45367], [-4.58143, 1.20317, -7.61749], [4.57496, -3.38452, 5.28003], [-1.18428, -0.86211, -6.21014], [-0.10460, 1.96361, -5.81409], [-1.49890, -1.77565, -9.07578], [-4.34684, 1.98128, -9.62061], [3.91410, -0.60384, 8.34045], [-3.08517, 2.50928, -8.52866], [3.80719, -2.00294, 10.60963], [4.51659, -3.16717, 7.04608], [-0.88498, 0.06254, 9.08205], [-0.97093, 1.04459, -1.10846], [2.70068, -0.10489, 7.21282], [1.04687, 2.04350, 7.73123], [-0.79944, -1.63380, -9.90460], [1.61462, 0.34168, 6.20356], [2.27552, -1.18310, 10.39802], [0.95833, -1.42210, -0.53201], [-1.70988, -0.50790, -8.48490], [-2.79734, -2.35200, -9.60357], [-3.47913, -2.58535, -8.78063], [2.50228, 1.11096, -0.56416], [-0.06293, -0.09937, 2.19218], [1.74605, -0.55786, -3.69660], [-0.73900, -0.42577, -1.80715], [-3.86192, 0.01120, -7.88807], [-2.24075, 0.03896, 0.95748], [2.51452, -1.91561, 5.07835], [-1.63360, 1.59768, 2.43824], [-0.60803, 0.72813, 8.25728]], "lowdin_charge": [-0.208, 0.118, 0.065, -0.233, 0.078, 0.134, 0.145, -0.280, 0.112, 0.082, 0.114, -0.166, 0.122, 0.094, 0.766, 0.060, -0.277, 0.073, 0.137, 0.082, 0.092, 0.089, -0.087, 0.081, 0.077, 0.067, 0.080, -0.089, -0.064, 0.120, -0.064, -0.032, 0.114, 0.112, 0.114, -0.300, 0.107, 0.080, -0.218, 0.132, -0.016, 0.055, 0.076, -0.242, -0.295, -0.296, -0.310, 0.116, -0.295, 0.078, -0.245, -0.063, -0.311, 0.080, -0.234, 0.073, 0.080, 0.081, 0.078, -0.163, 0.764, 0.105, 0.120, -0.247, 0.073, 0.119, -0.233, -0.090, 0.067, 0.000, -0.089, 0.148, -0.116, -0.234, -0.214, 0.105, 0.118, -0.073]}



2.
{"formula": "C19H44N3O13S3", "method": "wB97M-V/def2-TZVPD", "energy_ev": -83999.531, "total_charge": 1, "homo_energy_ha": -0.4326, "species": ["O", "O", "H", "H", "N", "N", "C", "C", "H", "N", "H", "O", "H", "O", "H", "C", "C", "H", "O", "H", "H", "H", "H", "C", "H", "C", "H", "H", "H", "S", "H", "H", "O", "C", "H", "H", "C", "H", "H", "O", "S", "O", "O", "C", "H", "C", "C", "H", "H", "H", "C", "H", "H", "C", "C", "O", "H", "C", "H", "H", "H", "H", "H", "H", "H", "H", "H", "C", "C", "O", "C", "O", "H", "S", "H", "H", "H", "C", "H", "H", "H", "O"], "xyz": [[7.64126, -3.29355, 0.10920], [0.78561, -7.53681, -0.89765], [-4.88578, 2.03075, 3.72336], [10.37458, -3.38612, 0.84457], [-4.09100, 1.07305, -2.44408], [-2.42127, 5.84050, -0.78302], [-1.17657, 3.79428, -0.53541], [-5.30183, 5.53992, -0.63354], [4.16789, -7.50072, -1.22996], [-5.72311, 3.66370, 0.85882], [-0.52172, 5.68852, 0.14840], [7.62109, -1.53282, 1.83773], [-4.10679, 1.80622, 0.90217], [-3.85086, 3.73495, 3.40880], [2.03232, -7.40356, -2.55601], [-3.75735, 2.10016, -2.83392], [-3.74597, 1.76748, 1.92804], [-2.37018, 6.84423, -0.95440], [8.83320, -1.15812, -0.26157], [-3.73115, 0.73368, 2.26402], [-0.23236, 3.26873, -0.41693], [3.22304, -7.54658, 0.27093], [-6.56205, 2.28346, 2.15977], [5.28104, -1.36197, 1.04200], [5.45018, -1.85386, 0.08593], [-2.48797, 4.01285, -2.50612], [0.39518, -0.50190, -3.60215], [-4.94804, 6.57240, -0.69131], [-4.55201, 5.28179, 1.35327], [0.97620, -0.96338, 0.57219], [-2.70482, 2.09721, 1.92629], [-1.75234, 3.65570, 0.38713], [-1.93079, 3.17166, -1.56721], [9.76423, -2.81634, 1.54147], [-3.51782, 5.90800, -2.63982], [-1.20771, -1.55268, -2.06044], [3.23252, -7.19641, -0.76093], [-2.83370, 5.67882, 0.13903], [-6.55285, 3.44574, 0.32127], [2.31680, -1.01014, 0.07639], [8.39961, -2.19593, 0.62324], [0.39859, 0.30155, 0.93943], [-4.40932, 4.64191, -1.31025], [-5.88521, 3.13612, 2.22099], [1.13571, -1.93914, -2.86973], [-4.59837, 2.63274, 2.86091], [0.81232, -2.10764, 1.89211], [-1.91474, -7.11651, -1.13101], [-3.05683, 3.85713, 2.88399], [-1.35405, -6.94113, 0.56432], [-1.01778, 5.28365, -0.73099], [1.59242, -0.33470, -2.31321], [-0.21059, -2.08384, 2.25639], [-3.28268, 5.17197, -1.86353], [-1.43281, -6.46437, -0.40872], [0.83263, -5.23486, -0.02136], [4.46827, -0.65462, 0.91780], [2.06743, -7.77890, -1.53276], [-1.96919, -5.52159, -0.32682], [1.07996, -3.09607, 1.52240], [6.32674, -0.11647, 2.45335], [1.50413, -1.78858, 2.66893], [-1.74696, 4.39542, -3.21327], [4.98327, -2.12766, 1.75960], [3.19986, -6.10851, -0.74437], [10.32665, -1.98058, 1.94699], [-0.73620, 0.00931, -1.40719], [-5.48685, 5.09650, 0.81334], [-0.36992, -0.98759, -1.65996], [-3.41436, 3.27057, -3.29558], [0.75864, -0.93705, -2.67026], [0.13490, -5.66782, -2.35064], [9.38883, -3.46205, 2.33024], [0.18384, -6.07665, -0.98038], [6.86602, 0.09413, 0.79292], [-6.34178, 3.89039, 2.86815], [-6.26349, 5.50041, -1.14621], [6.52387, -0.64268, 1.52138], [-6.29906, 5.67673, 1.26249], [2.14255, -8.86257, -1.58009], [-0.46920, 5.57666, -1.62079], [0.00409, -1.68646, -0.44817]], "lowdin_charge": [-0.276, -0.261, 0.137, 0.078, 0.207, 0.157, -0.111, -0.140, 0.085, -0.051, 0.150, -0.266, 0.068, -0.049, 0.115, -0.309, -0.025, 0.189, -0.276, 0.084, 0.153, 0.086, 0.131, -0.077, 0.077, -0.265, 0.081, 0.127, 0.104, 0.567, 0.065, 0.125, -0.019, -0.122, 0.185, 0.124, -0.070, 0.165, 0.122, -0.274, 0.562, -0.304, -0.048, -0.168, 0.090, -0.393, -0.106, 0.077, 0.056, 0.076, -0.057, 0.068, 0.077, -0.211, -0.118, -0.283, 0.053, -0.239, 0.075, 0.062, 0.120, 0.080, 0.179, 0.088, 0.071, 0.075, 0.101, -0.196, -0.239, 0.096, -0.066, -0.273, 0.075, 0.557, 0.114, 0.123, 0.139, -0.245, 0.133, 0.123, 0.146, -0.259]}



3.
{"formula": "C19H45BFO2PS2", "method": "wB97M-V/def2-TZVPD", "energy_ev": -58879.658, "homo_energy_ha": -0.2294, "species": ["H", "H", "C", "H", "C", "H", "H", "C", "H", "H", "C", "H", "H", "H", "H", "H", "C", "C", "H", "C", "H", "H", "S", "H", "C", "H", "H", "B", "H", "H", "C", "C", "H", "H", "H", "H", "O", "H", "C", "C", "H", "H", "F", "H", "H", "H", "C", "H", "H", "H", "C", "C", "H", "H", "H", "H", "H", "S", "H", "C", "H", "C", "H", "H", "P", "O", "H", "H", "H", "C", "C"], "xyz": [[-6.37671, 0.12360, -0.43492], [9.20821, 0.71415, -0.01008], [-3.18421, -2.54876, -1.35150], [-1.16946, -0.37796, 2.28327], [4.64423, 1.46921, 1.18613], [-6.48861, -2.40576, -0.23672], [5.67812, 1.74510, 1.33972], [-0.50854, 0.38210, 0.36885], [2.83764, 0.55555, -1.72231], [-0.18966, 3.38373, 2.01859], [6.96503, -0.00901, -0.11808], [-5.42879, -3.81186, -0.20025], [-4.79201, -1.08843, -1.45145], [-5.09929, -2.57829, -2.30702], [-6.66709, -0.42281, 1.21954], [-5.03222, -2.38652, 0.75534], [0.00069, -1.22933, -2.71386], [1.37874, -0.97176, -2.10167], [-1.39179, -2.31401, -0.19182], [4.41820, -0.03041, 1.31745], [2.19247, 0.59796, -3.36559], [-6.83598, 1.28027, 0.81280], [5.80801, -1.07370, 0.80297], [8.01496, 1.49818, 1.38760], [-4.66633, -2.17386, -1.39080], [-0.76542, 0.81522, -2.68034], [-4.23901, -0.32426, 0.97313], [8.26783, 0.52287, 0.72143], [3.51986, -0.30417, 0.77025], [1.24145, 1.21823, -2.01420], [-3.11789, 1.11728, -1.02193], [-5.44696, -2.72096, -0.19829], [6.45687, 0.85764, -0.52064], [-4.87534, 2.18908, -0.51144], [4.04311, 1.98918, 1.92681], [4.29444, 1.81852, 0.22134], [8.20239, -0.80795, 3.22834], [0.21663, -0.42790, 0.26965], [-6.24821, 0.38321, 0.61807], [-2.33747, -1.77714, -0.32875], [-1.44985, 1.81900, 3.43002], [-2.57214, 1.98088, -1.41986], [8.89113, -2.16485, 1.35646], [0.26077, 0.61847, 2.32696], [7.28354, -0.61716, -0.95216], [-0.01609, 1.26275, -0.04778], [-0.73304, 0.54053, 1.88243], [-3.10115, -3.60998, -1.11221], [4.24600, -0.25650, 2.36150], [-2.80892, -1.78963, 0.65659], [-1.18668, 3.06775, 1.70992], [1.93442, 0.43160, -2.31921], [0.10487, -1.27414, -3.79962], [1.36588, -1.20488, -1.03635], [-1.93840, -0.39481, -3.08686], [-1.88843, 3.84589, 2.00960], [-2.62572, 1.52561, 2.18727], [8.96026, -0.71225, 2.02719], [-4.73867, 0.99621, 1.99227], [-4.10306, 1.64579, 0.03566], [-1.20281, 3.02912, 0.61778], [-4.77990, 0.62502, 0.96748], [-3.68758, 0.74393, -1.87914], [-2.74942, -2.43282, -2.34686], [-1.82067, -0.10767, -0.75880], [10.35054, -0.48537, 2.23071], [2.07917, -1.69015, -2.52828], [-0.34025, -2.22270, -2.41032], [-3.60016, 2.41128, 0.62552], [-1.09524, -0.19266, -2.41861], [-1.56628, 1.73549, 2.34907]], "lowdin_charge": [0.070, 0.038, -0.223, 0.111, -0.161, 0.073, 0.053, -0.259, 0.074, 0.086, -0.530, 0.083, 0.075, 0.116, 0.073, 0.064, -0.222, -0.252, 0.108, -0.566, 0.086, 0.082, 0.813, 0.040, -0.249, 0.098, 0.066, -0.555, 0.022, 0.052, -0.256, -0.102, 0.034, 0.118, 0.061, 0.054, -0.351, 0.082, -0.106, -0.260, 0.117, 0.105, -0.237, 0.122, 0.031, 0.096, -0.206, 0.123, 0.052, 0.088, -0.099, -0.084, 0.121, 0.082, 0.098, 0.080, 0.067, 0.552, 0.107, -0.213, 0.056, -0.252, 0.094, 0.098, 1.019, -0.343, 0.120, 0.102, 0.084, -0.272, -0.247]}